[1]
# C8H8N4O4

A cluster of 2 separate species, C8H8N4O4 in total at a distorted geometry (ωB97M-V/def2-TZVPD, the OMol25 dataset).

Calculated values
Orbital gap = 9.097 eV
HOMO = -9.269 eV
Multiplicity = 1
SMILES = O=c1cc[nH]c(=O)[nH]1.O=c1cc[nH]c(=O)[nH]1

Structure (XYZ):
```
24
Properties=species:S:1:pos:R:3:forces:R:3:nbo_charge:R:1
O 3.209002 1.826508 0.031526 -0.61 -1.11 -0.53 -0.54
O -0.725082 0.008227 1.590361 1.90 -0.05 0.92 -0.63
O -0.775900 2.695599 0.072278 0.69 0.14 -0.87 -0.62
O -3.959943 -0.220608 0.562870 -2.08 -1.88 0.61 -0.60
N -0.312486 0.624002 -0.901615 -0.54 2.33 -2.38 -0.66
N -2.468702 1.202662 0.028706 2.14 2.56 -1.09 -0.63
N 0.848099 -1.371958 0.779497 0.63 -0.88 -0.13 -0.60
N 1.202946 0.908444 0.723721 2.47 0.83 3.39 -0.69
C 2.826894 -0.576325 -0.179708 0.40 2.24 -0.84 -0.40
C -1.134030 1.607976 -0.314875 -1.54 0.04 1.56 0.82
C 2.516959 0.829994 0.121940 -0.59 0.30 2.45 0.62
C -0.800463 -0.631766 -1.014170 2.17 -0.62 -4.73 0.03
C -1.962885 -1.006266 -0.579574 -2.84 -0.74 0.58 -0.39
C 0.394264 -0.141743 1.109983 -0.96 0.64 1.51 0.80
C 1.982627 -1.552027 0.056095 0.10 -1.82 -0.12 0.07
C -2.897132 -0.057575 0.047034 1.02 -0.44 -0.18 0.66
H -2.378374 -1.960890 -0.786390 -0.03 -0.75 -0.16 0.24
H 3.697818 -0.745772 -0.732760 1.17 -0.29 -0.64 0.24
H -3.095241 1.821903 0.590513 1.32 -0.29 -0.85 0.44
H 0.198574 -2.123910 0.850513 -0.47 -0.26 0.29 0.44
H 2.218789 -2.562538 -0.341618 -0.45 0.70 0.69 0.24
H 0.857407 1.792058 1.162194 0.73 -0.65 -0.99 0.47
H 0.738694 0.835041 -1.073720 -3.62 -0.27 -0.25 0.46
H -0.181837 -1.201028 -1.802791 -1.02 0.27 1.77 0.22
```
Positions in Å, forces in eV/Å.


[2]
# C8H8N5O4W

A structure of composition C8H8N5O4W (ωB97M-V/def2-TZVPD, the OMol25 dataset).

Calculated values
Orbital gap (alpha / beta) = 7.737 / 7.540 eV
HOMO (alpha / beta) = -12.845 / -12.706 eV
Multiplicity = 1
Charge = +1

Structure (XYZ):
```
26
Properties=species:S:1:pos:R:3:forces:R:3:nbo_charge:R:1
W -0.056671 0.196436 -0.094064 0.01 0.02 0.09 1.71
O -1.564450 -3.557727 -0.742923 -0.01 0.01 -0.01 -0.50
O -0.533945 2.246783 0.057974 -0.09 0.02 -0.06 -0.65
O 0.445094 -0.175474 1.677282 0.01 -0.01 0.06 -0.70
O 0.862874 -1.648541 3.338571 0.00 0.03 0.01 -0.46
N 0.611306 0.698177 -2.307965 -0.01 -0.02 -0.01 -0.35
N -0.415284 -1.732802 0.048124 0.01 -0.04 -0.08 -0.66
N 4.132452 1.835690 0.523991 0.00 0.09 0.01 -0.18
N -1.877462 -0.071183 -1.300484 0.00 0.01 0.03 -0.79
N 0.938718 3.496515 1.262917 0.04 0.01 -0.01 -0.71
C 0.027848 -2.477032 1.217849 -0.02 0.02 -0.01 -0.35
C 0.492900 -1.456632 2.237938 0.00 -0.05 -0.01 0.79
C -1.894958 -1.453829 -1.851524 -0.01 0.03 0.02 -0.33
C -1.303178 -2.392378 -0.815533 0.02 0.00 0.00 0.67
C 3.064066 1.853805 0.103898 -0.01 -0.16 -0.02 0.23
C 1.313644 1.285845 -1.570540 0.00 0.06 -0.02 0.34
C 1.715936 1.867866 -0.360627 -0.03 -0.01 0.00 -0.48
C 0.665477 2.618871 0.327864 0.06 0.03 0.02 0.66
H 0.859539 -3.144891 0.986649 0.01 0.01 0.00 0.26
H -2.900339 -1.778415 -2.108263 0.00 0.00 0.00 0.25
H 1.890069 3.766203 1.467809 0.00 0.01 0.00 0.44
H -0.774151 -3.087241 1.634208 0.01 0.00 0.01 0.26
H -1.275078 -1.476179 -2.747925 0.00 -0.01 0.00 0.26
H 0.189716 3.881744 1.819492 -0.01 -0.01 0.00 0.44
H -1.901138 0.607970 -2.059893 0.02 0.00 0.00 0.43
H -2.712986 0.096420 -0.744826 -0.01 -0.01 -0.01 0.42
```
Positions in Å, forces in eV/Å.


[3]
# C8H8N6

An isolated molecule of C8H8N6 at a distorted geometry (ωB97M-V/def2-TZVPD, the OMol25 dataset).

Calculated values
Orbital gap (alpha / beta) = 7.343 / 7.342 eV
HOMO (alpha / beta) = -7.352 / -7.352 eV
Multiplicity = 1

Structure (XYZ):
```
22
Properties=species:S:1:pos:R:3:forces:R:3:nbo_charge:R:1
N 3.126245 1.172707 -0.091276 -0.29 0.36 -0.04 -0.52
N 2.214540 -0.811958 -0.171650 -0.12 0.83 -0.02 -0.37
N 5.385375 0.418557 0.137486 0.40 0.13 -0.01 -0.81
N -3.604738 1.128661 -0.011808 0.06 0.03 0.34 -0.27
N 3.537349 -1.035855 0.005058 0.74 -0.29 0.07 -0.36
N -1.187133 -0.549174 -0.724711 0.77 1.02 -0.38 -0.40
C 1.981255 0.522546 -0.226424 0.66 -0.86 0.10 0.36
C -0.370135 0.290886 -0.476574 -0.48 -0.60 -0.30 0.51
C -2.083044 -1.464893 -0.286456 -0.99 -0.80 0.48 -0.05
C -3.143446 2.234883 0.023986 0.47 0.48 0.39 0.02
C -3.353092 -1.260232 0.123160 0.82 -0.24 -0.21 -0.26
C -4.052209 -0.030139 0.292846 -0.72 -0.22 -0.12 -0.11
C 4.045434 0.183311 0.041079 -1.02 -0.67 -0.16 0.46
C 0.672699 1.088171 -0.397368 -0.14 0.62 0.16 -0.48
H -5.067514 -0.069204 0.663758 -0.02 0.09 0.02 0.21
H 5.631562 1.338781 0.461817 0.00 -0.07 0.06 0.39
H -3.928373 -2.143320 0.353766 0.03 -0.10 0.00 0.23
H -1.718734 -2.476521 -0.416321 -0.10 -0.04 0.06 0.22
H 1.572994 -1.580030 -0.273935 0.11 0.09 0.04 0.41
H 5.911037 -0.342234 0.534835 0.05 0.09 0.02 0.39
H -3.129758 2.958086 -0.769394 -0.13 0.08 -0.53 0.19
H 0.576103 2.159907 -0.416853 -0.11 0.08 0.04 0.27
```
Positions in Å, forces in eV/Å.


[4]
# C8H8NO2

The ion C8H8NO2 with charge +1 at a distorted geometry (ωB97M-V/def2-TZVPD, the OMol25 dataset).

Calculated values
Orbital gap (alpha / beta) = 6.464 / 5.609 eV
HOMO (alpha / beta) = -13.977 / -13.066 eV
Multiplicity = 1
Charge = +1

Structure (XYZ):
```
19
Properties=species:S:1:pos:R:3:forces:R:3:nbo_charge:R:1
O -3.545680 0.011238 -0.294528 3.21 0.20 0.95 -0.04
O -1.140591 2.230387 0.369543 -1.32 -1.11 -0.02 -0.42
N -2.376199 0.051897 -0.089984 -3.49 2.62 -1.10 0.40
C 1.164171 -0.609015 0.415524 3.69 -0.47 -1.37 -0.24
C 1.171325 -1.996471 0.182077 -1.22 0.61 1.96 -0.05
C 0.045124 1.705569 0.336633 0.73 -0.91 0.64 0.04
C -1.222927 -1.943156 -0.123523 -0.74 1.50 -1.01 -0.11
C -1.237566 -0.467743 0.006823 2.54 -2.00 0.63 0.03
C 1.013473 2.486160 -0.588285 0.83 2.47 4.27 -0.61
C 0.063249 0.207097 0.228409 -1.25 -0.39 0.06 0.14
C -0.079086 -2.618628 -0.039440 0.26 0.60 0.07 -0.21
H -0.295295 -3.635223 -0.102444 0.77 -1.90 -0.22 0.26
H 1.107468 2.238358 -1.562411 -0.68 -1.12 -3.24 0.23
H 2.268038 -0.208494 0.477685 -2.58 -0.15 0.38 0.28
H 2.099497 2.404561 -0.229226 -1.61 0.57 -0.01 0.23
H 0.508523 3.518241 -0.431134 1.72 -1.35 -0.64 0.27
H 0.549114 1.689336 1.434400 -0.69 0.27 -1.15 0.31
H 2.007691 -2.612537 0.517111 0.12 0.35 -0.78 0.26
H -2.100321 -2.451575 -0.507223 -0.30 0.22 0.58 0.25
```
Positions in Å, forces in eV/Å.


[5]
# C8H8O

A cluster of 2 separate species, C8H8O in total at a distorted geometry (ωB97M-V/def2-TZVPD, the OMol25 dataset).

Calculated values
Orbital gap = 8.649 eV
HOMO = -8.858 eV
Multiplicity = 1

Structure (XYZ):
```
17
Properties=species:S:1:pos:R:3:forces:R:3:nbo_charge:R:1
O 0.202408 1.014530 -3.344114 0.74 1.77 7.98 -0.50
C 0.932648 -0.102601 0.603815 0.11 -2.45 -0.06 -0.20
C 0.203858 1.823254 -0.892685 0.43 4.88 -3.93 -0.51
C 0.275208 1.317192 -2.098138 -0.95 -1.43 -7.81 0.69
C -0.183547 -2.114221 -0.919708 2.54 0.08 3.36 -0.36
C -0.116124 -0.798147 -0.417438 1.66 -4.42 1.37 -0.04
C -0.936058 0.104541 0.447983 -1.84 0.67 2.70 -0.24
C -0.226421 -0.400147 1.753022 1.70 4.64 -1.46 -0.36
C 0.178392 1.241022 0.381328 0.07 -3.65 -0.68 -0.25
H 0.107893 3.049271 -1.007321 0.28 -3.25 0.25 0.29
H -0.354142 0.608806 2.501116 0.62 -3.50 -1.37 0.20
H 0.852316 -3.258002 -0.697152 -2.46 4.11 -1.00 0.17
H -1.996373 0.186390 0.704412 -0.23 0.46 -1.45 0.23
H 2.004088 -0.505340 0.655875 -1.25 1.35 -0.10 0.23
H -0.386071 -1.391420 2.050915 -0.23 -1.16 0.75 0.21
H 0.507861 1.940093 1.057506 -0.52 1.49 2.43 0.24
H -1.065936 -2.715222 -0.779414 -0.69 0.41 -0.98 0.20
```
Positions in Å, forces in eV/Å.


[6]
# C8H9AgF6NO4S2

A structure of composition C8H9AgF6NO4S2 at a distorted geometry (ωB97M-V/def2-TZVPD, the OMol25 dataset).

Calculated values
Orbital gap = 8.536 eV
HOMO = -5.521 eV
Multiplicity = 1
Charge = -1

Structure (XYZ):
```
31
Properties=species:S:1:pos:R:3:forces:R:3:nbo_charge:R:1
Ag 0.778686 -1.270664 -0.334455 -0.26 -0.52 -0.66 0.71
S 3.096469 -0.939057 1.861253 1.45 1.46 -1.06 2.29
S 4.010926 0.070424 -0.698129 -1.29 0.01 1.14 2.24
F 0.610963 -0.395114 2.683119 0.89 0.57 -0.17 -0.31
F 6.355750 -0.675470 0.269473 0.35 0.64 -1.77 -0.30
F 6.358023 1.303574 -0.732165 0.18 -1.41 -0.31 -0.32
F 2.067475 1.230279 3.065630 -0.35 -0.83 -0.28 -0.33
F 1.380771 0.851229 1.054884 -0.04 -0.09 0.49 -0.31
F 6.325928 -0.580706 -1.980125 -0.34 1.10 1.96 -0.32
O 2.291637 -1.899706 1.157537 -0.22 -1.78 0.10 -1.00
O 3.868888 -1.273228 3.028408 -1.33 0.02 -0.44 -0.89
O 3.556080 -1.054080 -1.447661 0.17 -1.06 -0.40 -0.95
O 3.395190 1.314131 -1.081010 1.37 0.09 0.12 -0.91
N 3.988906 -0.128526 0.878095 0.01 0.46 0.23 -1.28
C 1.704901 0.244001 2.203375 0.07 1.07 1.05 0.71
C -3.544340 0.171391 -0.715273 -0.07 -0.30 -0.32 -0.13
C -1.057900 -0.867066 -1.112622 -3.20 1.34 0.04 -0.51
C -2.223394 -0.401420 -1.090184 2.73 -1.25 0.33 -0.21
C -3.977734 -0.490095 0.641767 -0.10 -1.07 -0.29 -0.60
C -4.614992 -0.161933 -1.763935 -1.46 1.56 0.56 -0.59
C 5.911910 0.021274 -0.806419 -0.48 0.20 -0.03 0.74
C -3.352072 1.704004 -0.562470 -0.39 -0.87 0.38 -0.59
H -2.472796 1.769217 0.101713 -0.45 0.67 -0.30 0.23
H -4.490641 0.306678 -2.757569 0.38 -0.43 0.45 0.21
H -4.758561 -1.215321 -1.811947 0.14 -0.93 -0.44 0.21
H -3.934688 -1.615612 0.540882 -0.21 1.14 -0.12 0.22
H -4.989538 -0.225637 1.047332 0.76 0.10 -0.63 0.19
H -5.610410 0.226759 -1.391240 0.85 -0.19 -0.26 0.18
H -4.278196 2.104178 -0.093381 0.66 0.13 -0.25 0.19
H -3.229466 -0.288904 1.395755 0.17 0.32 0.27 0.22
H -3.167780 2.165394 -1.550646 0.01 -0.14 0.62 0.21
```
Positions in Å, forces in eV/Å.